Computed, not measured: a 2-piece molecular cluster, C14H16 overall at a distorted geometry, with ωB97M-V/def2-TZVPD.

The geometry in ORCA input format:
```
! wB97M-V def2-TZVPD RIJCOSX def2/J DEFGRID3
* xyz 0 1
C -1.60 0.26 -1.24
C -3.62 1.52 -1.67
C 1.74 -2.75 2.62
C -1.01 0.79 -2.37
C 2.32 -1.56 0.62
C 0.27 0.24 -2.91
C -1.65 1.83 -3.05
C 1.13 0.94 3.19
C 2.01 -0.36 1.23
C -2.94 2.19 -2.69
C 1.33 -1.55 3.19
C -2.92 0.59 -0.92
C 1.44 -0.35 2.51
C 2.19 -2.76 1.31
H -3.35 0.09 -0.06
H 2.71 -1.64 -0.38
H 0.30 1.51 2.78
H 1.17 0.35 -2.30
H -4.66 1.75 -1.52
H 1.95 1.65 3.23
H 2.21 0.57 0.72
H 2.48 -3.68 0.82
H -1.13 2.35 -3.85
H 0.88 0.76 4.25
H 1.59 -3.70 3.12
H -1.04 -0.38 -0.56
H 0.24 -0.82 -3.18
H -3.48 2.96 -3.22
H 0.57 0.78 -3.82
H 0.86 -1.57 4.17
*
```

Values from the calculation:
HOMO energy	-9.0	eV
relative energy (zero: lowest compared OMol25 entry of this formula, charge and spin)	36.18	kJ/mol
orbital gap	9.9	eV
SMILES string	Cc1ccccc1.Cc1ccccc1